# C22H27N3O5S

A single C22H27N3O5S molecule (wB97M-V/def2-TZVPD, the OMol25 dataset).

Results
LUMO level: 0.50 eV
total charge: 0
energy relative to the best compared isomer or geometry (same formula, charge and spin): 105.8 kJ/mol
M: 445.54 g mol⁻¹
HOMO-LUMO gap: 8.8 eV
SMILES: CCC(=O)N1CCc2cc(S(=O)(=O)NCCC(=O)NCc3ccccc3OC)ccc21

Each atom is followed by the atoms it is bonded to, with distances in Å.
Positions of all 58 atoms, in Å:
1 H 1.09 0.68 -3.35  C43 1.100
2 O 1.54 -2.53 -1.87  C29 1.217
3 C 3.12 3.09 -0.23  H7 1.094, H20 1.094, H41 1.090, O55 1.413
4 C 0.31 0.61 2.24  C27 1.387, H44 1.078, C45 1.381
5 C -5.19 -0.70 0.54  C13 1.530, C15 1.518, H16 1.089, H51 1.091
6 H 4.49 -1.38 -1.92  C47 1.092
7 H 3.10 2.87 0.85  C3 1.094
8 H 0.25 -0.67 -2.57  C43 1.093
9 H -5.36 1.03 -0.74  C13 1.087
10 H 0.87 3.77 0.63  C46 1.078
11 H 4.01 -3.03 -1.45  C47 1.090
12 C 0.26 1.16 -1.45  C35 1.386, C43 1.510, C53 1.403
13 C -5.36 -0.05 -0.84  C5 1.530, H9 1.087, H26 1.087, H30 1.088
14 C -1.06 3.02 0.14  C22 1.381, C46 1.383, H56 1.079
15 C -3.90 -0.22 1.17  C5 1.518, O19 1.214, N28 1.366
16 H -5.24 -1.78 0.46  C5 1.089
17 C 4.11 -1.64 0.19  N38 1.447, C47 1.537, H48 1.097, H54 1.090
18 H 4.28 0.43 0.37  N38 1.007
19 O -3.86 0.78 1.85  C15 1.214
20 H 2.80 4.11 -0.42  C3 1.094
21 H -3.39 -2.95 0.62  C23 1.094
22 C -1.79 2.09 -0.56  C14 1.381, C35 1.383, H49 1.078
23 C -2.76 -2.21 0.13  H21 1.094, H25 1.093, N28 1.465, C37 1.538
24 H -1.75 1.19 2.40  C27 1.076
25 H -3.15 -2.03 -0.88  C23 1.093
26 H -6.30 -0.36 -1.29  C13 1.087
27 C -1.05 0.47 2.03  C4 1.387, H24 1.076, C52 1.387
28 N -2.78 -0.96 0.90  C15 1.366, C23 1.465, C52 1.394
29 C 2.38 -1.67 -1.70  O2 1.217, N32 1.343, C47 1.527
30 H -4.55 -0.33 -1.51  C13 1.088
31 H 1.45 -2.22 0.76  C36 1.075
32 N 2.17 -0.36 -1.93  C29 1.343, H34 1.008, C43 1.442
33 C -0.58 -1.59 0.85  C36 1.374, C37 1.495, C52 1.397
34 H 2.85 0.32 -1.63  N32 1.008
35 C -1.13 1.16 -1.34  C12 1.386, C22 1.383, H40 1.081
36 C 0.76 -1.47 1.09  H31 1.075, C33 1.374, C45 1.385
37 C -1.30 -2.67 0.09  C23 1.538, C33 1.495, H50 1.091, H58 1.091
38 N 3.64 -0.32 0.56  C17 1.447, H18 1.007, S42 1.681
39 O 3.19 1.24 2.44  S42 1.438
40 H -1.69 0.42 -1.89  C35 1.081
41 H 4.14 2.97 -0.60  C3 1.090
42 S 2.94 -0.12 2.08  N38 1.681, O39 1.438, C45 1.778, O57 1.436
43 C 0.91 0.18 -2.39  H1 1.100, H8 1.093, C12 1.510, N32 1.442
44 H 0.70 1.46 2.77  C4 1.078
45 C 1.20 -0.34 1.77  C4 1.381, C36 1.385, S42 1.778
46 C 0.32 3.04 0.06  H10 1.078, C14 1.383, C53 1.390
47 C 3.82 -1.97 -1.29  H6 1.092, H11 1.090, C17 1.537, C29 1.527
48 H 5.19 -1.74 0.37  C17 1.097
49 H -2.87 2.08 -0.50  C22 1.078
50 H -0.90 -2.75 -0.92  C37 1.091
51 H -6.01 -0.35 1.18  C5 1.091
52 C -1.49 -0.63 1.30  C27 1.387, N28 1.394, C33 1.397
53 C 0.99 2.14 -0.76  C12 1.403, C46 1.390, O55 1.369
54 H 3.60 -2.35 0.85  C17 1.090
55 O 2.34 2.16 -0.95  C3 1.413, C53 1.369
56 H -1.57 3.74 0.77  C14 1.079
57 O 3.39 -1.17 2.95  S42 1.436
58 H -1.16 -3.64 0.57  C37 1.091

Mulliken population analysis, charges in e, atoms 1 to 4:
1 H 0.275
2 O -0.653
3 C -1.147
4 C -0.823